## A
Computed, not measured: a cluster of 2 separate species, C6H16 in total, with ωB97M-V with the def2-TZVPD basis set.

Output
M, g mol⁻¹: 88.2
Total charge: +1
Spin multiplicity: 2
E_LUMO (alpha / beta), eV: -2.625 / -11.047

XYZ file:
```
22
Properties=species:S:1:pos:R:3:lowdin_spin:R:1
C -1.480 -1.067 -1.602 0.1879
C -0.790 -2.022 -0.506 0.1037
C -0.414 -0.365 -2.562 0.0650
H -2.343 -1.618 -2.175 0.0774
H -2.128 -0.412 -1.091 0.0691
H -1.020 -1.801 0.656 0.0627
H -0.494 -0.953 -3.444 0.0368
H -0.739 0.614 -2.751 0.0032
H 0.317 -1.964 -0.519 0.0009
H -1.057 -3.050 -0.770 0.0245
H 0.616 -0.576 -2.294 0.0074
C 1.091 0.582 1.350 0.1149
C 0.300 1.587 0.421 0.0466
C 1.344 1.275 2.690 0.0738
H 0.454 -0.386 1.608 0.0472
H 2.081 0.305 1.017 0.0143
H -0.500 1.000 0.001 0.0217
H 1.673 2.415 2.459 0.0152
H 0.459 1.223 3.297 0.0107
H 0.715 2.216 -0.195 0.0050
H -0.118 2.265 1.099 0.0013
H 2.032 0.730 3.312 0.0106
```

***

## B
Computed, not measured: a cluster of 2 separate species, C6H16 in total, with ωB97M-V with the def2-TZVPD basis set.

Output
M, g mol⁻¹: 88.2
Total charge: +1
Spin multiplicity: 2
E_LUMO (alpha / beta), eV: -2.909 / -10.854

XYZ file:
```
22
Properties=species:S:1:pos:R:3:lowdin_spin:R:1
C -0.726 0.372 1.040 0.2490
C -1.847 0.801 1.956 0.2114
C -0.353 1.513 0.100 0.0756
C 0.392 -0.131 1.972 0.1852
H -1.206 -0.500 0.457 0.0573
H -1.626 1.373 2.794 0.0358
H -0.816 1.302 -0.818 0.0026
H -0.828 2.422 0.487 0.0009
H 0.784 1.597 -0.101 0.0371
H 1.311 0.290 1.545 0.0661
H 0.315 0.203 3.052 0.0012
H -2.308 -0.058 2.425 0.0354
H -2.546 1.364 1.413 0.0338
H 0.539 -1.198 1.938 0.0024
C 1.047 -1.323 -1.686 0.0024
C 1.353 -1.098 -3.156 0.0013
H 0.358 -2.156 -1.429 0.0000
H 1.939 -1.551 -1.114 0.0002
H 0.711 -0.548 -1.127 0.0016
H 0.450 -0.995 -3.798 0.0002
H 1.957 -0.225 -3.517 0.0000
H 1.773 -2.131 -3.569 0.0008
```

***

Preferred: B; penalty for the next structure: 95.3 kJ/mol.

***

## A
Computed, not measured: the ion C3H7ClNO with charge -1, with ωB97M-V with the def2-TZVPD basis set.

Output
M, g mol⁻¹: 108.5
Total charge: -1
E_LUMO, eV: 4.107

XYZ file:
```
13
Properties=species:S:1:pos:R:3:lowdin_charge:R:1
C -0.942 -0.375 -0.747 -0.3169
C 1.448 0.009 -0.107 -0.1164
C -0.109 -0.006 0.425 -0.6676
N -0.369 -0.869 1.512 -0.5578
O -1.404 0.761 -1.454 -0.1415
Cl 0.620 -0.337 2.868 0.2688
H -0.500 -0.932 -1.516 0.0986
H -1.816 -0.756 -0.415 0.0658
H -1.687 1.420 -0.692 0.1265
H 1.976 0.755 0.524 0.0230
H 1.405 0.366 -1.151 0.0415
H 1.786 -1.082 0.129 0.0856
H -0.411 1.047 0.625 0.0904
```

***

## B
Computed, not measured: a cluster of 2 separate species, C3H7ClNO in total, with ωB97M-V with the def2-TZVPD basis set.

Output
M, g mol⁻¹: 108.5
Total charge: -1
E_LUMO, eV: 3.880

XYZ file:
```
13
Properties=species:S:1:pos:R:3:lowdin_charge:R:1
Cl 1.482 -2.842 -0.857 -0.6475
C 1.213 0.346 1.401 -0.0184
C 0.065 0.746 0.503 -0.5820
O -0.457 1.858 0.595 -0.0189
N -0.371 -0.199 -0.335 -0.0135
C -1.436 0.040 -1.284 -0.0854
H 1.453 -0.714 1.309 0.0391
H 0.960 0.615 2.426 0.0716
H 2.107 0.917 1.144 0.0771
H 0.087 -1.111 -0.345 -0.0486
H -1.373 -0.718 -2.059 0.0765
H -1.318 1.038 -1.709 0.0746
H -2.412 0.024 -0.790 0.0754
```

***

Preferred: B; penalty for the next structure: 506.6 kJ/mol.

***

## A
Computed, not measured: a cluster of 2 separate species, C2H4O2 in total, with ωB97M-V with the def2-TZVPD basis set.

Output
M, g mol⁻¹: 60.1
Total charge: 0
E_LUMO, eV: 0.880

XYZ file:
```
8
Properties=species:S:1:pos:R:3:lowdin_charge:R:1
O 2.393 6.132 0.369 0.0072
C 1.784 6.019 -0.650 -0.1613
H 1.715 5.126 -1.302 0.0780
H 1.169 6.839 -1.073 0.0761
O -2.624 -5.554 -0.010 -0.0087
C -1.768 -6.043 0.679 -0.1467
H -0.713 -5.828 0.436 0.0767
H -1.956 -6.693 1.551 0.0787
```

***

## B
Computed, not measured: an isolated molecule of C2H4O2, with ωB97M-V with the def2-TZVPD basis set.

Output
M, g mol⁻¹: 60.1
Total charge: 0
E_LUMO, eV: 0.707

XYZ file:
```
8
Properties=species:S:1:pos:R:3:lowdin_charge:R:1
O 1.567 -0.299 0.956 0.1110
C 0.572 -0.234 0.295 -0.5511
O -0.364 -1.254 0.261 0.0065
C -0.179 0.795 -0.449 -0.0115
H -0.249 -2.125 0.744 0.1484
H 0.435 1.188 -1.253 0.0877
H -0.621 1.572 0.223 0.1078
H -1.161 0.357 -0.777 0.1013
```

***

## C
Computed, not measured: a cluster of 4 separate species, C2H4O2 in total, with ωB97M-V with the def2-TZVPD basis set.

Output
M, g mol⁻¹: 60.1
Total charge: 0
E_LUMO, eV: -1.264

XYZ file:
```
8
Properties=species:S:1:pos:R:3:lowdin_charge:R:1
C -0.914 -0.230 -0.094 -0.0836
C 0.476 0.349 -0.160 -0.7074
H -1.617 0.364 1.555 0.2348
H -0.786 -2.047 -0.035 0.2143
H -1.477 0.561 -1.310 0.2008
H 2.286 -0.049 0.065 0.1238
O 1.469 -0.563 -0.013 0.0468
O 0.563 1.614 -0.008 -0.0294
```

***

Preferred: B; penalty for the next structure: 164.0 kJ/mol.

***

## A
Computed, not measured: a cluster of 2 separate species, C2H4O2 in total, with ωB97M-V with the def2-TZVPD basis set.

Output
M, g mol⁻¹: 60.1
Total charge: 0
E_LUMO, eV: 0.338

XYZ file:
```
8
Properties=species:S:1:pos:R:3:lowdin_charge:R:1
O -2.472 2.451 2.027 -0.0628
C -2.691 1.320 2.523 -0.0904
H -2.689 0.377 1.927 0.0838
H -2.828 1.218 3.626 0.0810
O 1.497 3.219 1.404 -0.0307
C 0.667 4.072 1.674 -0.1324
H -0.379 3.992 1.294 0.0702
H 0.876 4.890 2.404 0.0813
```

***

## B
Computed, not measured: a cluster of 2 separate species, C2H4O2 in total, with ωB97M-V with the def2-TZVPD basis set.

Output
M, g mol⁻¹: 60.1
Total charge: 0
E_LUMO, eV: 0.490

XYZ file:
```
8
Properties=species:S:1:pos:R:3:lowdin_charge:R:1
O -2.018 -2.392 1.179 -0.0180
C -2.300 -2.540 2.346 -0.1451
H -3.318 -2.808 2.717 0.0831
H -1.508 -2.383 3.117 0.0799
O -6.249 2.418 2.580 -0.0446
C -5.125 2.934 2.679 -0.1162
H -4.970 3.825 3.332 0.0799
H -4.315 2.700 1.948 0.0809
```

***

## C
Computed, not measured: an isolated molecule of C2H4O2, with ωB97M-V with the def2-TZVPD basis set.

Output
M, g mol⁻¹: 60.1
Total charge: 0
E_LUMO, eV: 1.057

XYZ file:
```
8
Properties=species:S:1:pos:R:3:lowdin_charge:R:1
C 0.450 0.227 0.487 -0.3386
C -0.789 -0.038 -0.300 -0.0482
O 1.582 -0.688 0.025 -0.0341
O 1.513 0.719 -0.226 -0.0413
H 0.454 0.355 1.573 0.1452
H -1.732 0.553 -0.027 0.1016
H -1.018 -1.107 -0.097 0.0828
H -0.461 -0.022 -1.436 0.1326
```

***

Preferred: A; penalty for the next structure: 5.8 kJ/mol.

***

## A
Computed, not measured: an isolated molecule of C4H10O, with ωB97M-V with the def2-TZVPD basis set.

Output
M, g mol⁻¹: 74.1
Total charge: 0
E_LUMO, eV: 1.065

XYZ file:
```
15
Properties=species:S:1:pos:R:3:lowdin_charge:R:1
C -2.017 -0.183 -0.379 -0.1281
C -0.808 0.680 -0.019 -0.2734
C 0.289 -0.186 0.611 -0.2195
C 1.740 0.210 0.457 -0.1847
O 2.253 -0.915 -0.449 -0.1458
H -1.715 -0.988 -1.060 0.0719
H -2.439 -0.653 0.517 0.0723
H -2.810 0.398 -0.860 0.0669
H -0.409 1.145 -0.931 0.1033
H -1.143 1.514 0.620 0.1056
H 0.627 -1.048 -0.060 0.1142
H 0.007 -0.558 1.609 0.1178
H 1.908 1.176 -0.027 0.1100
H 2.342 0.107 1.363 0.1085
H 2.177 -0.697 -1.394 0.0809
```

***

## B
Computed, not measured: a cluster of 2 separate species, C4H10O in total, with ωB97M-V with the def2-TZVPD basis set.

Output
M, g mol⁻¹: 74.1
Total charge: 0
E_LUMO, eV: 0.635

XYZ file:
```
15
Properties=species:S:1:pos:R:3:lowdin_charge:R:1
C -0.636 0.808 0.570 -0.1964
C -1.557 0.265 -0.244 -0.1809
C -0.669 2.216 1.116 -0.1158
C -1.404 -1.162 -0.760 -0.1222
H 0.186 0.156 0.893 0.0967
H -2.468 0.771 -0.591 0.1011
H 0.150 2.820 0.692 0.0714
H -0.657 2.327 2.214 0.0714
H -1.628 2.605 0.734 0.0684
H -0.720 -1.729 -0.105 0.0682
H -1.004 -1.183 -1.788 0.0707
H -2.388 -1.659 -0.755 0.0676
O 4.529 -2.349 -0.793 -0.0904
H 4.437 -2.001 0.123 0.0454
H 3.831 -1.883 -1.307 0.0449
```

***

## C
Computed, not measured: a structure of composition C4H10O, with ωB97M-V with the def2-TZVPD basis set.

Output
M, g mol⁻¹: 74.1
Total charge: 0
E_LUMO, eV: 0.215

XYZ file:
```
15
Properties=species:S:1:pos:R:3:lowdin_charge:R:1
C 0.714 -0.344 -1.708 -0.0805
C -0.263 -0.787 -0.676 -0.1524
C -0.006 -0.439 0.627 -0.1642
C -0.959 -0.787 1.746 -0.0379
H 0.396 -0.560 -2.715 0.0712
H 0.683 0.762 -1.457 0.0737
H 1.687 -0.779 -1.553 0.0854
H -0.925 -1.610 -0.889 0.1403
H 0.952 0.002 0.833 0.1179
H -0.533 -0.522 2.704 0.0805
H -1.827 -0.138 1.669 0.0916
H -1.333 -1.809 1.750 0.0857
H -0.621 0.396 -0.193 0.1954
H 0.534 2.780 0.101 -0.0758
O 0.467 1.825 0.040 -0.4309
```

***

Preferred: B; penalty for the next structure: 57.3 kJ/mol.

***

## A
Computed, not measured: a cluster of 3 separate species, C4H10O in total, with ωB97M-V with the def2-TZVPD basis set.

Output
M, g mol⁻¹: 74.1
Total charge: 0
E_LUMO, eV: 0.166

XYZ file:
```
15
Properties=species:S:1:pos:R:3:lowdin_charge:R:1
C 0.554 -0.788 0.281 -0.3098
C -0.372 0.036 -0.263 -0.2795
C 0.012 0.885 -1.451 -0.1079
C 0.153 -1.984 0.948 -0.0216
H 1.631 -0.746 0.125 0.1200
H -1.375 -0.378 -0.176 0.1116
H -0.575 0.841 -2.375 0.0695
H 0.017 1.937 -1.122 0.0621
H 1.004 0.609 -1.830 0.0708
H 0.942 -2.532 1.459 0.0555
H 0.318 -2.334 -0.670 0.2551
H -0.829 -2.000 1.407 0.0714
H -0.381 1.365 1.037 -0.0287
H -0.828 2.872 1.103 0.0249
O -0.271 2.215 1.527 -0.0935
```

***

## B
Computed, not measured: a cluster of 2 separate species, C4H10O in total, with ωB97M-V with the def2-TZVPD basis set.

Output
M, g mol⁻¹: 74.1
Total charge: 0
E_LUMO, eV: 1.001

XYZ file:
```
15
Properties=species:S:1:pos:R:3:lowdin_charge:R:1
C -0.623 -0.214 -0.376 -0.1956
C -1.105 -0.118 0.860 -0.1717
C -0.981 1.135 1.693 -0.0970
C -0.538 -1.416 -1.259 -0.1144
H 0.056 0.597 -0.621 0.0687
H -1.635 -0.937 1.296 0.0975
H -0.435 1.936 1.202 0.0728
H -2.000 1.421 1.884 0.0614
H -0.618 0.820 2.674 0.0737
H -1.456 -2.010 -1.331 0.0716
H 0.137 -2.135 -0.826 0.0729
H -0.443 -1.172 -2.315 0.0702
H 2.098 -0.082 -1.266 0.0176
H 2.186 1.293 -0.631 0.0298
O 2.668 0.461 -0.710 -0.0576
```

***

Preferred: B; penalty for the next structure: 300.6 kJ/mol.